--- i ---
The following is a quantum chemistry calculation of C15H29As2NO7P2S4Ta as an isolated structure, from the Open Molecules 2025 dataset.

Each line ends with the Mulliken charge.
Element x y z (Å)
1 Ta 1.064 -1.064 -1.175  1.307
2 O -2.005 0.014 -2.459  -0.267
3 P -1.453 -1.377 -2.998  0.488
4 O -2.446 -2.275 -3.568  -0.821
5 O -0.572 -1.945 -1.808  -0.363
6 O -0.294 -0.927 -4.030  -0.423
7 P 0.449 0.511 -3.903  0.670
8 O 1.626 0.429 -4.913  -0.559
9 O -0.542 1.580 -4.128  -0.796
10 O 1.074 0.474 -2.466  0.450
11 H -1.891 0.727 -3.129  0.374
12 H 2.507 0.223 -4.487  0.046
13 C -3.640 -0.638 0.284  -1.250
14 N -2.469 -1.482 0.360  0.837
15 C -2.831 -2.884 0.321  -1.240
16 C -1.659 -1.140 1.514  0.049
17 C -0.428 -1.996 1.708  0.203
18 C -0.441 -2.801 2.847  -0.662
19 C 0.612 -3.641 3.164  -0.634
20 C 1.711 -3.678 2.327  -0.937
21 C 1.744 -2.864 1.203  -0.743
22 C 0.692 -2.002 0.845  1.488
23 H -4.310 -0.772 1.153  0.396
24 H -4.199 -0.865 -0.624  0.328
25 H -3.342 0.409 0.239  0.172
26 H -3.448 -3.183 1.188  0.355
27 H -1.934 -3.502 0.306  0.313
28 H -3.393 -3.083 -0.593  0.375
29 H -2.262 -1.205 2.440  0.395
30 H -1.369 -0.093 1.414  -1.304
31 H -1.310 -2.770 3.495  0.345
32 H 0.571 -4.258 4.054  0.357
33 H 2.554 -4.322 2.544  0.415
34 H 2.640 -2.908 0.596  0.470
35 S 4.483 0.090 -3.514  -0.497
36 As 4.249 -1.219 -1.885  0.348
37 S 3.202 -0.252 -0.171  -0.341
38 S 2.409 -2.515 -2.383  -0.309
39 S 5.759 -2.468 -1.218  -0.446
40 C -1.803 2.893 -0.729  -1.155
41 C -1.102 2.528 0.575  -0.952
42 As 0.533 1.469 0.286  0.691
43 C 1.607 2.824 -0.626  -0.520
44 C 1.840 4.104 0.164  -1.278
45 C 1.311 1.379 2.092  -0.544
46 C 0.630 2.208 3.173  -1.382
47 H -2.593 3.622 -0.543  0.411
48 H -2.252 2.014 -1.186  -0.009
49 H -1.118 3.323 -1.461  0.323
50 H -1.769 1.973 1.232  0.600
51 H -0.796 3.421 1.122  0.568
52 H 1.095 3.022 -1.569  0.253
53 H 2.543 2.330 -0.883  0.485
54 H 0.911 4.644 0.353  0.287
55 H 2.500 4.775 -0.389  0.434
56 H 2.315 3.903 1.126  0.238
57 H 2.358 1.664 1.979  0.651
58 H 1.307 0.320 2.353  0.350
59 H 0.665 3.276 2.953  0.286
60 H 1.129 2.053 4.132  0.429
61 H -0.416 1.927 3.300  0.247

Output
- orbital gap (eV) = 6.88
- HOMO (eV) = -5.5
- multiplicity = 1
- net charge = -1

---

--- ii ---
The following is a quantum chemistry calculation of C15H29As2NO7P2S4Ta as an isolated structure, from the Open Molecules 2025 dataset.

Each line ends with the Mulliken charge.
Element x y z (Å)
1 Ta 0.281 -0.928 0.623  0.967
2 O -1.649 0.718 1.759  -0.287
3 P -0.788 0.158 3.010  0.773
4 O -1.000 0.758 4.315  -0.825
5 O 0.613 0.150 2.333  -0.544
6 O -1.191 -1.410 2.879  -0.381
7 P -2.278 -2.045 1.809  0.848
8 O -2.221 -3.571 2.115  -0.570
9 O -3.565 -1.355 1.953  -0.757
10 O -1.529 -1.838 0.462  0.407
11 H -2.599 0.561 1.914  0.288
12 H -1.723 -4.063 1.405  0.068
13 C -0.870 3.486 0.662  -0.993
14 N 0.297 2.653 0.828  1.050
15 C 1.141 3.142 1.900  -1.307
16 C 1.009 2.508 -0.431  -0.129
17 C 2.228 1.621 -0.342  0.133
18 C 3.464 2.220 -0.589  -0.457
19 C 4.634 1.481 -0.604  -0.648
20 C 4.557 0.112 -0.399  -0.901
21 C 3.330 -0.486 -0.160  -0.486
22 C 2.131 0.242 -0.085  1.213
23 H -0.611 4.519 0.366  0.418
24 H -1.433 3.529 1.596  0.344
25 H -1.517 3.063 -0.110  -0.130
26 H 1.533 4.154 1.692  0.350
27 H 1.982 2.468 2.051  0.308
28 H 0.564 3.178 2.826  0.370
29 H 1.312 3.494 -0.832  0.318
30 H 0.299 2.084 -1.147  -1.050
31 H 3.499 3.287 -0.781  0.349
32 H 5.586 1.963 -0.792  0.358
33 H 5.449 -0.502 -0.436  0.425
34 H 3.316 -1.562 -0.044  0.249
35 S -0.797 -4.971 -0.413  -0.485
36 As 0.951 -3.839 -0.690  0.378
37 S 0.676 -1.853 -1.663  -0.335
38 S 1.334 -2.803 1.404  -0.334
39 S 2.760 -4.648 -1.270  -0.420
40 C -3.889 1.896 -0.408  -1.052
41 C -3.026 1.918 -1.667  -1.483
42 As -1.696 0.461 -1.636  1.346
43 C -2.902 -1.050 -1.971  -0.596
44 C -3.826 -0.908 -3.172  -1.323
45 C -0.826 0.633 -3.404  -0.786
46 C -1.374 1.710 -4.332  -1.334
47 H -4.724 2.593 -0.491  0.448
48 H -3.306 2.184 0.468  -0.019
49 H -4.303 0.903 -0.218  0.314
50 H -2.497 2.868 -1.759  0.701
51 H -3.640 1.810 -2.561  0.622
52 H -3.464 -1.215 -1.051  0.255
53 H -2.236 -1.908 -2.076  0.384
54 H -4.578 -0.132 -3.019  0.274
55 H -4.360 -1.844 -3.353  0.426
56 H -3.276 -0.668 -4.084  0.221
57 H -0.891 -0.354 -3.865  0.660
58 H 0.233 0.804 -3.205  0.442
59 H -2.423 1.544 -4.577  0.279
60 H -0.814 1.728 -5.269  0.394
61 H -1.294 2.704 -3.886  0.254

Output
- orbital gap (eV) = 6.81
- HOMO (eV) = -5.5
- multiplicity = 1
- net charge = -1

---

Quick one: least stable of them? ii

---

--- i ---
The following is a quantum chemistry calculation of C2H4INO2S as an isolated structure, from the Open Molecules 2025 dataset.

Each line ends with the Mulliken charge.
Element x y z (Å)
1 C 0.019 0.281 0.814  0.310
2 C -0.235 -0.557 -0.430  0.653
3 N -0.433 -0.010 -1.605  -0.321
4 O -0.132 -0.178 1.973  -0.667
5 O -0.293 1.567 0.618  -0.468
6 S -0.300 -2.166 -0.036  -0.253
7 I 2.761 0.171 -0.009  -0.379
8 H -0.406 2.131 1.463  0.349
9 H -0.746 -0.523 -2.372  0.194
10 H -0.405 1.060 -1.719  0.290
11 H 0.171 -1.778 1.303  0.293

Output
- orbital gap (spin up / spin down) (eV) = 6.74 / 6.74
- HOMO (spin up / spin down) (eV) = -8.0 / -8.0
- multiplicity = 1
- net charge = 0

---

--- ii ---
The following is a quantum chemistry calculation of a 2-piece molecular cluster, C2H4INO2S overall, from the Open Molecules 2025 dataset.

Each line ends with the Mulliken charge.
Element x y z (Å)
1 H -0.057 0.947 -0.658  0.268
2 N 0.020 1.002 0.330  -0.635
3 C 0.287 -0.146 0.855  0.403
4 S 0.647 0.089 2.585  -0.164
5 C 0.463 -1.434 0.163  0.595
6 O 0.856 -2.407 0.772  -0.521
7 O 0.403 -1.314 -1.186  -0.421
8 H 0.298 -1.123 2.854  0.131
9 H 0.626 -2.226 -1.445  0.346
10 I -1.859 3.917 -2.635  -0.059
11 H -1.684 2.697 -1.634  0.058

Output
- orbital gap (eV) = 9.21
- HOMO (eV) = -9.7
- multiplicity = 1
- SMILES string = [H]/N=C(/S)C(=O)O.I
- net charge = 0

---

Quick one: least stable of them? i

---

--- i ---
The following is a quantum chemistry calculation of a 2-piece molecular cluster, C5H12Si overall, from the Open Molecules 2025 dataset.

Each line ends with the Mulliken charge.
Element x y z (Å)
1 C 3.472 0.770 0.280  -0.364
2 C 2.946 0.247 -0.813  -0.430
3 C -2.533 0.852 0.681  -1.145
4 C -0.490 -2.144 -0.142  -0.952
5 C -1.064 0.975 0.308  -0.414
6 Si -0.307 -0.378 -0.826  0.197
7 H 4.457 0.947 0.493  0.308
8 H 2.706 0.917 0.954  0.141
9 H 3.342 -0.046 -1.867  0.217
10 H -2.950 1.778 1.007  0.390
11 H -3.147 0.689 -0.237  0.302
12 H -2.627 0.019 1.430  0.275
13 H -0.487 -2.022 0.958  0.273
14 H -1.475 -2.543 -0.419  0.300
15 H 0.257 -2.868 -0.401  0.360
16 H -0.487 1.135 1.228  0.336
17 H -0.995 1.990 -0.295  0.279
18 H -0.618 -0.317 -2.339  -0.074

Output
- orbital gap (spin up / spin down) (eV) = 8.45 / 7.26
- HOMO (spin up / spin down) (eV) = -8.3 / -7.0
- multiplicity = 1
- net charge = 0

---

--- ii ---
The following is a quantum chemistry calculation of a 2-piece molecular cluster, C5H12Si overall, from the Open Molecules 2025 dataset.

Each line ends with the Mulliken charge.
Element x y z (Å)
1 C 0.721 -2.537 0.751  -0.974
2 C -0.165 -1.632 -0.115  0.131
3 C -0.764 -0.553 0.382  -0.658
4 Si -1.892 0.703 -0.413  0.418
5 H 0.521 -2.162 1.729  0.294
6 H 1.763 -2.359 0.370  0.231
7 H 0.405 -3.578 0.757  0.347
8 H -0.300 -1.801 -1.219  0.292
9 H -0.601 -0.429 1.424  0.310
10 H -3.084 -0.147 -0.913  -0.136
11 H -1.373 1.336 -1.572  -0.183
12 H -1.828 1.864 0.484  -0.082
13 C 0.877 2.479 -0.547  -0.716
14 C 1.190 1.278 0.003  -0.531
15 H 0.946 3.368 0.077  0.232
16 H 0.441 2.520 -1.470  0.436
17 H 1.303 0.512 -0.693  0.370
18 H 1.842 1.139 0.965  0.219

Output
- orbital gap (eV) = 10.22
- HOMO (eV) = -9.1
- multiplicity = 1
- SMILES string = C/C=C/[SiH3].C=C
- net charge = 0

---

Quick one: least stable of them? i

---

--- i ---
The following is a quantum chemistry calculation of CH5PS2 as an isolated structure, from the Open Molecules 2025 dataset.

Each line ends with the Mulliken charge.
Element x y z (Å)
1 C 0.253 0.075 0.988  -0.886
2 P -0.028 -0.782 -0.607  0.290
3 S -0.652 -2.657 -0.575  -0.376
4 S -1.456 0.483 -1.584  -0.285
5 H 1.192 0.447 1.088  0.370
6 H -0.361 0.946 0.682  0.252
7 H -0.317 -0.375 1.734  0.340
8 H 1.417 -0.280 -1.482  0.105
9 H -1.652 -0.469 -2.575  0.189

Output
- orbital gap (eV) = 9.09
- HOMO (eV) = -9.0
- multiplicity = 1
- net charge = 0

---

--- ii ---
The following is a quantum chemistry calculation of one molecule with the formula CH5PS2, from the Open Molecules 2025 dataset.

Each line ends with the Mulliken charge.
Element x y z (Å)
1 C -1.356 0.393 0.232  -0.871
2 P 0.567 0.175 -0.483  0.417
3 S 1.772 1.535 0.161  -0.384
4 S 0.865 -1.767 0.342  -0.317
5 H -1.772 -0.526 0.824  0.304
6 H -1.149 1.258 0.900  0.263
7 H -2.003 0.676 -0.584  0.304
8 H 0.729 -0.094 -1.763  0.088
9 H 2.348 -1.650 0.373  0.196

Output
- orbital gap (eV) = 9.59
- HOMO (eV) = -9.0
- multiplicity = 1
- SMILES string = C[P@@H](=S)S
- net charge = 0

---

Quick one: least stable of them? i

---

--- i ---
The following is a quantum chemistry calculation of CH5PS2 as an isolated structure, from the Open Molecules 2025 dataset.

Each line ends with the Mulliken charge.
Element x y z (Å)
1 C -0.148 0.449 -1.161  -0.839
2 P 0.860 -0.254 0.227  0.241
3 S 2.128 0.890 1.131  -0.286
4 S -1.323 -1.000 1.615  -0.390
5 H 0.527 0.719 -1.952  0.337
6 H -0.714 -0.409 -1.390  0.342
7 H -0.740 1.270 -0.836  0.299
8 H 1.011 -1.668 -0.223  0.148
9 H -1.601 0.003 2.591  0.148

Output
- orbital gap (eV) = 8.01
- HOMO (eV) = -9.0
- multiplicity = 1
- net charge = 0

---

--- ii ---
The following is a quantum chemistry calculation of a 2-piece molecular cluster, CH5PS2 overall, from the Open Molecules 2025 dataset.

Each line ends with the Mulliken charge.
Element x y z (Å)
1 C 0.251 -1.464 -0.526  -0.897
2 P -0.875 -0.214 -1.360  -0.012
3 S -0.104 1.749 1.401  -0.064
4 S 0.577 3.604 1.734  -0.162
5 H 0.662 -2.092 -1.208  0.365
6 H -0.338 -2.068 0.090  0.292
7 H 1.108 -0.993 0.070  0.264
8 H -0.269 -0.237 -2.668  0.027
9 H -1.011 1.716 2.468  0.187

Output
- orbital gap (spin up / spin down) (eV) = 6.54 / 8.06
- HOMO (spin up / spin down) (eV) = -8.4 / -9.0
- multiplicity = 1
- net charge = 0

---

--- iii ---
The following is a quantum chemistry calculation of a 2-piece molecular cluster, CH5PS2 overall, from the Open Molecules 2025 dataset.

Each line ends with the Mulliken charge.
Element x y z (Å)
1 C -0.134 -0.715 2.425  -0.934
2 P -0.897 0.357 1.145  0.199
3 S -0.417 2.132 1.810  -0.245
4 H 0.793 -0.261 2.805  0.321
5 H -0.731 -0.653 3.336  0.320
6 H -0.189 -1.729 2.137  0.345
7 S 1.767 1.211 -2.059  -0.230
8 H 0.504 0.683 -1.728  0.121
9 H 1.469 1.388 -3.229  0.103

Output
- orbital gap (eV) = 7.48
- HOMO (eV) = -8.8
- multiplicity = 1
- SMILES string = CP=S.S
- net charge = 0

---

Quick one: least stable of them? ii

---

--- i ---
The following is a quantum chemistry calculation of a 2-piece molecular cluster, C5H11NO2 overall, from the Open Molecules 2025 dataset.

Each line ends with the Mulliken charge.
Element x y z (Å)
1 C -0.158 -2.673 0.392  -1.043
2 C -0.133 -1.394 1.208  0.787
3 N 0.783 -1.331 2.179  -0.382
4 O -0.929 -0.475 0.997  -0.611
5 H 0.487 -2.570 -0.487  0.299
6 H -1.177 -2.817 0.061  0.317
7 H 0.179 -3.530 0.968  0.403
8 H 1.500 -2.028 2.285  0.202
9 H 0.824 -0.523 2.781  0.250
10 O 1.170 -0.355 -1.134  -0.157
11 C 0.255 0.401 -1.149  0.033
12 C 0.403 1.873 -0.815  0.001
13 C -0.856 2.656 -1.129  -1.302
14 H -0.739 0.012 -1.482  0.428
15 H 1.291 2.235 -1.329  0.398
16 H 0.651 1.914 0.251  0.264
17 H -1.135 2.613 -2.182  0.384
18 H -0.718 3.701 -0.868  0.357
19 H -1.699 2.292 -0.548  0.372

Output
- orbital gap (spin up / spin down) (eV) = 9.88 / 4.97
- HOMO (spin up / spin down) (eV) = -14.7 / -14.1
- multiplicity = 2
- ⟨S²⟩ = 0.76
- net charge = +1

---

--- ii ---
The following is a quantum chemistry calculation of a 2-piece molecular cluster, C5H11NO2 overall, from the Open Molecules 2025 dataset.

Each line ends with the Mulliken charge.
Element x y z (Å)
1 O 3.004 1.489 0.228  -0.077
2 C 2.114 0.733 0.076  0.096
3 C 0.746 1.205 -0.407  -0.262
4 C -0.021 0.256 -1.293  -0.768
5 C -0.196 -1.171 -0.766  -0.584
6 C -0.199 -1.463 1.546  -0.306
7 N -0.862 -1.144 0.522  -0.277
8 H 2.255 -0.350 0.286  0.307
9 H 0.224 1.271 0.567  0.324
10 H 0.841 2.214 -0.789  0.473
11 H -0.997 0.732 -1.439  0.445
12 H 0.505 0.151 -2.246  0.389
13 H 0.805 -1.613 -0.610  0.312
14 H -0.740 -1.783 -1.478  0.363
15 H 0.862 -1.733 1.451  0.209
16 H -0.730 -1.541 2.481  0.293
17 H -2.171 0.208 0.513  0.396
18 H -3.065 1.385 0.997  0.310
19 O -2.375 1.154 0.364  -0.641

Output
- orbital gap (spin up / spin down) (eV) = 9.10 / 4.86
- HOMO (spin up / spin down) (eV) = -14.5 / -14.4
- multiplicity = 2
- ⟨S²⟩ = 0.76
- net charge = +1

---

--- iii ---
The following is a quantum chemistry calculation of a 2-piece molecular cluster, C5H11NO2 overall, from the Open Molecules 2025 dataset.

Each line ends with the Mulliken charge.
Element x y z (Å)
1 O 0.678 -2.400 -0.780  -0.484
2 C 0.250 -1.329 -1.149  -0.214
3 C -0.381 -0.425 -0.182  -0.196
4 C -1.218 0.700 -0.732  -0.654
5 C -0.746 2.131 -0.812  -0.537
6 C 0.438 3.162 1.075  -0.136
7 N -0.631 2.771 0.544  0.116
8 H 0.419 -1.030 -2.149  0.424
9 H 0.470 -0.001 0.404  0.227
10 H -1.019 -1.018 0.512  0.290
11 H -2.289 0.825 -0.344  0.387
12 H -1.436 0.517 -1.809  0.343
13 H 0.132 2.398 -1.446  0.396
14 H -1.586 2.624 -1.331  0.339
15 H 1.451 2.915 0.813  0.326
16 H 0.260 3.786 1.933  0.315
17 H 1.193 -3.210 0.914  0.398
18 H 0.745 -4.431 1.689  0.308
19 O 1.315 -3.657 1.764  -0.649

Output
- orbital gap (spin up / spin down) (eV) = 7.46 / 3.80
- HOMO (spin up / spin down) (eV) = -13.0 / -13.0
- multiplicity = 2
- ⟨S²⟩ = 0.76
- net charge = +1

---

Quick one: least stable of them? iii

---

--- i ---
The following is a quantum chemistry calculation of a 2-piece molecular cluster, C2H8 overall, from the Open Molecules 2025 dataset.

Each line ends with the Mulliken charge.
Element x y z (Å)
1 C -4.577 -0.779 -0.822  -0.856
2 H -5.502 -1.167 -1.273  0.214
3 H -4.243 0.111 -1.375  0.214
4 H -3.795 -1.552 -0.866  0.214
5 H -4.766 -0.510 0.228  0.214
6 C 3.878 -3.776 -3.430  -0.856
7 H 4.065 -2.963 -4.147  0.214
8 H 2.815 -3.781 -3.149  0.214
9 H 4.494 -3.621 -2.531  0.214
10 H 4.140 -4.739 -3.891  0.214

Output
- orbital gap (eV) = 14.65
- HOMO (eV) = -13.4
- multiplicity = 1
- SMILES string = C.C
- net charge = 0

---

--- ii ---
The following is a quantum chemistry calculation of a 2-piece molecular cluster, C2H8 overall, from the Open Molecules 2025 dataset.

Each line ends with the Mulliken charge.
Element x y z (Å)
1 C 0.438 5.164 2.421  -0.932
2 H 0.422 4.355 3.150  0.242
3 H 0.667 6.145 2.923  0.227
4 H -0.359 5.250 1.651  0.207
5 H 1.452 5.017 2.067  0.255
6 C -0.496 -5.166 -2.426  -0.912
7 H -0.683 -6.080 -2.961  0.232
8 H 0.000 -5.331 -1.461  0.222
9 H -1.428 -4.624 -2.306  0.220
10 H 0.229 -4.628 -3.009  0.238

Output
- orbital gap (eV) = 13.75
- HOMO (eV) = -12.4
- multiplicity = 1
- SMILES string = C.C
- net charge = 0

---

Quick one: least stable of them? ii